[1]
A cluster of 8 separate species, C27H58NO13 in total at a distorted geometry, computed with wB97M-V/def2-TZVPD.

CARTESIAN COORDINATES (ANGSTROEM)
O  1.33  -4.07  -1.95
O  -3.29  0.39  3.21
O  2.21  1.77  0.63
O  -1.07  0.91  2.87
O  -3.22  3.67  -2.09
O  1.47  -1.42  2.55
O  3.59  -1.48  3.47
O  0.53  1.73  -3.37
O  -1.65  3.37  -0.38
O  -1.86  -2.02  0.93
O  -0.18  -2.44  -2.36
O  1.74  2.53  -5.07
O  -2.25  -3.60  2.51
N  -0.06  0.03  -0.24
C  1.97  3.67  -0.94
C  -3.70  1.27  2.22
C  -3.86  4.45  0.05
C  -4.20  -2.62  1.29
C  -2.46  3.28  -3.17
C  2.69  2.88  0.13
C  1.46  1.60  -4.16
C  1.26  4.40  -6.43
C  -2.75  3.79  -0.78
C  5.23  -3.41  3.78
C  -1.63  -0.56  4.64
C  -2.00  0.29  3.46
C  3.90  -2.93  3.11
C  0.90  -3.58  -4.12
C  2.47  -0.88  3.06
C  2.46  0.53  3.51
C  0.63  -3.37  -2.64
C  -2.73  -2.66  1.51
C  1.21  -4.10  -0.53
C  2.52  0.58  -3.99
C  -0.87  -3.92  2.74
C  4.04  3.47  0.70
C  -3.31  3.31  -4.43
C  2.10  -5.20  0.07
C  0.82  3.57  -5.21
C  -5.30  1.31  2.31
C  -0.86  -4.69  4.04
H  0.99  3.05  -1.45
H  -1.19  -4.18  4.88
H  6.02  -2.83  3.35
H  -4.90  4.10  -0.17
H  1.71  4.69  -0.72
H  -0.26  3.25  -5.24
H  3.36  1.08  3.25
H  -3.48  4.23  1.03
H  1.53  0.94  3.03
H  -3.43  0.95  1.28
H  -4.50  -3.42  0.84
H  0.89  3.90  -7.38
H  5.42  -4.50  4.02
H  3.13  -5.41  -0.21
H  0.14  -4.18  -0.16
H  0.65  -0.12  0.30
H  -3.84  5.66  0.26
H  2.88  -0.09  -5.02
H  -5.83  1.95  1.51
H  -1.58  3.83  -3.15
H  -0.70  -0.65  -0.48
H  -2.90  2.86  -5.35
H  2.04  -5.01  0.94
H  2.37  -0.31  -3.41
H  3.07  -3.57  3.53
H  2.86  4.00  -1.59
H  0.43  0.37  -1.21
H  -1.39  -5.58  3.99
H  -0.66  0.76  0.24
H  1.56  -3.11  -0.34
H  1.93  -3.26  -4.63
H  0.95  5.35  -6.36
H  -3.73  4.22  -4.50
H  -1.89  -0.30  5.73
H  -5.70  0.44  2.03
H  -0.10  -3.07  2.78
H  0.80  -4.63  -4.50
H  3.90  4.18  1.38
H  -0.73  -4.49  2.01
H  -1.74  -1.56  4.40
H  5.33  -3.19  4.88
H  -4.46  -1.85  0.60
H  1.62  -6.22  -0.06
H  0.02  -3.09  -4.47
H  3.39  1.14  -3.64
H  -0.54  -0.55  4.72
H  -4.28  2.55  -4.32
H  2.31  4.45  -6.34
H  2.54  0.65  4.68
H  -4.58  -2.39  2.20
H  4.08  -3.03  2.04
H  4.71  3.78  -0.12
H  0.90  4.25  -4.32
H  0.12  -4.94  4.24
H  -3.12  2.35  2.40
H  -2.32  2.25  -2.83
H  -5.62  1.83  3.25
H  4.53  2.62  1.24

Computed properties:
Gap between HOMO and LUMO in hartree: 0.39048
Energy above the lowest of the compared OMol25 structures with the same formula, charge and spin in kcal per mole: 11.2
Net charge: +1
Highest occupied orbital energy in eV: -12.302
E_tot in eV: -57033.1203


[2]
A structure of composition C27H59ClP2Si3Tc at a distorted geometry, computed with wB97M-V/def2-TZVPD.

CARTESIAN COORDINATES (ANGSTROEM)
Tc  0.02  -0.01  -0.02
Cl  -5.04  0.17  1.96
P  -0.28  -2.54  0.70
P  -0.28  2.62  0.26
Si  1.93  0.18  2.14
Si  2.02  2.74  -1.78
Si  2.02  -3.01  -1.28
C  -1.36  3.54  -0.98
C  -0.08  4.75  2.22
C  -0.61  2.46  3.01
C  1.28  -1.31  -1.58
C  -2.80  3.01  -0.93
C  -0.08  -4.29  3.01
C  3.22  1.60  2.03
C  1.53  -4.30  -2.51
C  3.89  -2.89  -1.17
C  1.52  3.80  -3.22
C  -1.99  0.06  0.59
C  1.28  1.02  -1.78
C  -0.79  3.44  1.86
C  -1.36  -3.65  -0.35
C  -2.81  -3.13  -0.39
C  2.07  -0.13  -1.48
C  1.32  -3.35  0.44
C  -0.06  0.54  -2.10
C  -1.35  -5.16  -0.01
C  3.89  2.66  -1.67
C  1.33  3.38  -0.14
C  1.51  0.36  4.04
C  -0.62  -1.90  3.39
C  -1.35  5.08  -0.90
C  -0.79  -3.06  2.42
C  -0.06  -0.90  -1.97
C  3.20  -1.26  2.32
H  2.04  -2.94  1.17
H  0.99  -4.10  3.21
H  2.17  -4.19  -3.40
H  1.64  4.87  -3.00
H  -1.05  1.47  2.80
H  4.25  2.13  -0.78
H  -2.88  -2.14  -0.86
H  4.25  -2.21  -0.39
H  3.12  -0.10  -1.22
H  3.71  -1.50  1.38
H  2.79  -2.18  2.77
H  -3.43  3.62  -1.60
H  4.27  2.13  -2.56
H  -1.10  -2.12  4.36
H  0.45  -1.73  3.60
H  3.94  -0.86  3.03
H  -0.34  -5.60  0.05
H  4.31  3.67  -1.67
H  2.18  3.56  -4.07
H  4.32  -3.89  -0.99
H  -0.79  -1.55  -2.42
H  -1.89  5.44  -0.01
H  -3.23  -3.04  0.63
H  -1.88  5.46  -1.79
H  3.72  1.66  1.06
H  -2.88  1.96  -1.24
H  1.27  4.48  -0.15
H  1.99  -0.48  4.57
H  -0.17  -5.19  2.39
H  -1.86  3.63  1.72
H  -0.79  1.10  -2.66
H  0.99  4.60  2.45
H  -0.55  5.14  3.14
H  0.49  -4.22  -2.84
H  -1.06  -0.96  3.01
H  -3.22  3.09  0.09
H  -0.34  5.53  -0.92
H  -1.89  -5.69  -0.81
H  1.26  -4.44  0.62
H  2.82  2.59  2.32
H  1.69  -5.31  -2.12
H  -0.93  3.25  -1.96
H  -2.30  -0.76  1.28
H  0.48  3.63  -3.55
H  -0.17  5.53  1.45
H  -1.87  -3.28  2.32
H  -2.29  0.98  1.14
H  -2.67  -0.01  -0.27
H  0.45  0.38  4.31
H  -0.93  -3.54  -1.37
H  2.04  3.09  0.64
H  4.28  -2.53  -2.13
H  0.46  2.34  3.25
H  -3.44  -3.84  -0.95
H  -1.10  2.85  3.93
H  -0.56  -4.51  3.99
H  3.97  1.33  2.79
H  -1.89  -5.36  0.94
H  1.98  1.28  4.40

Computed properties:
Gap between HOMO and LUMO (alpha / beta) in hartree: 0.16487 / 0.15136
Energy above the lowest of the compared OMol25 structures with the same formula, charge and spin in kcal per mole: 0.0
2S+1: 4
Highest occupied orbital energy (alpha / beta) in eV: -5.800 / -6.268
E_tot in eV: -85886.9894


[3]
A cluster of 6 separate species, C27H59N2O17S5 in total at a distorted geometry, computed with wB97M-V/def2-TZVPD.

CARTESIAN COORDINATES (ANGSTROEM)
S  3.74  2.74  4.56
S  -4.70  -3.42  -4.71
S  -6.61  -6.95  0.59
S  10.65  4.70  4.40
S  -2.25  4.64  -0.83
O  -2.14  3.29  -0.30
O  -1.31  0.38  -3.51
O  9.46  3.59  4.52
O  11.32  4.81  5.68
O  -5.54  -2.25  -4.87
O  -3.48  4.67  -1.89
O  -6.50  -5.51  0.66
O  3.50  4.20  3.87
O  -3.57  -3.44  -3.80
O  -6.10  -7.71  -0.54
O  10.13  5.86  3.71
O  3.00  1.75  3.81
O  5.15  2.59  4.86
O  -1.12  5.34  -1.38
O  -5.64  -4.71  -4.41
O  -6.03  -7.60  1.96
O  -1.41  -0.65  -5.79
N  -0.18  -1.66  -1.14
N  2.90  2.00  -1.34
C  4.25  4.54  2.71
C  -3.97  -6.41  2.42
C  2.61  0.54  -1.73
C  8.48  3.75  5.54
C  3.71  3.83  1.48
C  0.45  -1.84  0.23
C  -4.63  -7.74  2.11
C  -3.26  4.19  -3.21
C  -2.43  -0.34  -0.16
C  1.93  -2.58  0.30
C  -1.52  -0.95  -1.39
C  -8.32  -7.39  0.84
C  2.95  -2.09  -0.93
C  2.87  3.07  6.08
C  11.69  3.80  3.29
C  -1.80  -0.50  1.38
C  3.45  -0.53  -0.79
C  7.48  4.83  5.18
C  -0.33  -1.26  1.56
C  -3.23  2.68  -3.25
C  -1.18  0.38  -4.97
C  -7.28  -3.95  -2.78
C  -4.13  -3.92  -6.31
C  -6.14  -4.90  -3.09
C  -1.96  -0.85  -3.00
C  -0.63  1.78  -5.69
C  -3.00  5.66  0.42
H  2.64  3.99  1.38
H  -6.51  -5.93  -3.03
H  -3.18  2.32  -4.28
H  -2.36  2.29  -2.71
H  0.24  1.53  -6.44
H  2.86  2.14  6.66
H  7.06  4.66  4.19
H  -1.52  -1.85  -3.48
H  4.57  -0.50  -1.19
H  0.36  -2.05  -1.97
H  -3.96  5.22  0.71
H  2.23  2.22  -0.55
H  -2.33  5.68  1.28
H  -8.05  -4.01  -3.55
H  -4.19  -8.20  1.22
H  -5.33  -4.81  -2.36
H  4.16  5.62  2.57
H  12.53  4.44  3.02
H  -3.13  -0.82  -3.02
H  3.92  -2.77  -0.79
H  3.87  2.75  1.55
H  -1.56  2.27  -6.25
H  -8.41  -8.47  0.82
H  -2.38  -0.06  2.29
H  3.40  3.85  6.63
H  8.95  3.95  6.51
H  4.22  4.19  0.58
H  -3.14  6.66  0.02
H  -0.27  2.51  -4.81
H  2.85  0.35  -2.87
H  -3.52  -3.11  -6.73
H  -8.90  -6.95  0.02
H  12.05  2.90  3.79
H  3.46  -0.23  0.34
H  2.44  -2.36  1.34
H  -3.46  0.20  -0.36
H  1.80  -3.75  0.13
H  -7.73  -4.19  -1.81
H  -2.34  4.62  -3.63
H  1.85  3.37  5.84
H  -8.65  -6.98  1.79
H  1.44  0.40  -1.56
H  -5.00  -4.10  -6.95
H  2.49  2.56  -2.15
H  -4.46  -8.42  2.95
H  7.95  5.82  5.17
H  7.95  2.80  5.63
H  -4.09  4.55  -3.83
H  -4.45  -5.92  3.27
H  11.11  3.54  2.39
H  2.52  -2.37  -2.00
H  0.15  -1.41  2.62
H  -6.93  -2.92  -2.74
H  -2.90  -6.55  2.65
H  5.31  4.32  2.86
H  -4.12  2.26  -2.77
H  6.66  4.86  5.91
H  -3.53  -4.83  -6.21
H  -4.04  -5.73  1.57

Computed properties:
Gap between HOMO and LUMO in hartree: 0.26977
Energy above the lowest of the compared OMol25 structures with the same formula, charge and spin in kcal per mole: 236.5
Net charge: +1
Highest occupied orbital energy in eV: -11.754
E_tot in eV: -120900.9437


> The highest energy above the lowest of the compared OMol25 structures with the same formula, charge and spin belongs to which entry?

C27H59N2O17S5


> Among the records above, which one has the highest E_tot?

C27H58NO13


> Number 1 is which compound?

C27H58NO13


> What is the formula in the third record?

C27H59N2O17S5